(1)
The following is a DFT calculation (the ωB97M-V functional and the def2-TZVPD basis) of the molecule C21H32O2.

Last column: Löwdin charge in e.
Cartesian coordinates (Å):
C (-2.155, 0.532, -2.633)  -0.10
C (-1.539, 1.750, -1.950)  -0.25
C (-1.744, 1.729, -0.467)  -0.14
C (-0.873, 2.129, 0.448)  -0.12
C (0.495, 2.685, 0.160)  -0.18
C (0.422, 3.976, -0.600)  -0.11
C (1.143, 4.297, -1.663)  -0.11
C (2.179, 3.414, -2.308)  -0.19
C (3.387, 3.280, -1.426)  -0.11
C (4.002, 2.169, -1.055)  -0.12
C (3.649, 0.755, -1.416)  -0.19
C (3.329, -0.019, -0.170)  -0.11
C (2.228, -0.704, 0.098)  -0.11
C (1.029, -0.907, -0.785)  -0.19
C (0.593, -2.340, -0.738)  -0.11
C (-0.491, -2.811, -0.138)  -0.11
C (-1.512, -2.001, 0.608)  -0.18
C (-1.070, -1.691, 2.044)  -0.18
C (-0.722, -2.960, 2.831)  -0.09
C (-1.905, -3.896, 2.896)  -0.52
O (-1.988, -4.960, 2.344)  0.11
O (-2.882, -3.386, 3.661)  -0.04
C (-4.060, -4.169, 3.779)  -0.05
H (-3.219, 0.466, -2.412)  0.07
H (-1.677, -0.385, -2.293)  0.06
H (-2.034, 0.600, -3.711)  0.07
H (-2.004, 2.657, -2.352)  0.12
H (-0.475, 1.805, -2.180)  0.09
H (-2.712, 1.362, -0.148)  0.11
H (-1.152, 2.074, 1.492)  0.10
H (1.094, 1.962, -0.394)  0.09
H (1.010, 2.871, 1.107)  0.12
H (-0.294, 4.690, -0.210)  0.11
H (1.013, 5.274, -2.109)  0.10
H (1.754, 2.434, -2.530)  0.09
H (2.488, 3.864, -3.256)  0.11
H (3.772, 4.228, -1.071)  0.11
H (4.863, 2.250, -0.402)  0.10
H (2.827, 0.720, -2.127)  0.09
H (4.525, 0.296, -1.890)  0.12
H (4.105, 0.027, 0.584)  0.10
H (2.148, -1.195, 1.060)  0.10
H (1.263, -0.638, -1.817)  0.11
H (0.222, -0.261, -0.432)  0.08
H (1.265, -3.031, -1.230)  0.11
H (-0.675, -3.876, -0.153)  0.11
H (-1.699, -1.053, 0.099)  0.08
H (-2.450, -2.558, 0.636)  0.11
H (-1.871, -1.158, 2.560)  0.11
H (-0.192, -1.044, 2.019)  0.10
H (0.104, -3.485, 2.351)  0.12
H (-0.441, -2.688, 3.850)  0.13
H (-3.813, -5.175, 4.124)  0.10
H (-4.564, -4.244, 2.814)  0.10
H (-4.694, -3.661, 4.501)  0.09

## Properties
E   -969.77730 hartree
HOMO   -8.99 eV
SMILES string   CC/C=C\C/C=C\C/C=C\C/C=C\C/C=C\CCCC(=O)OC
Relative energy (zero: lowest compared OMol25 entry of this formula, charge and spin)   2.29 kcal/mol
HOMO-LUMO gap   9.9 eV

=====

(2)
The following is a DFT calculation (the ωB97M-V functional and the def2-TZVPD basis) of a structure of composition C16H32NPSiSn.

Last column: Löwdin charge in e.
Cartesian coordinates (Å):
C (0.394, 3.574, -3.514)  -0.08
C (-0.911, 3.172, -3.237)  -0.05
C (-1.161, 2.037, -2.447)  -0.28
C (-0.084, 1.347, -1.890)  -0.27
C (1.229, 1.741, -2.170)  -0.33
C (1.463, 2.858, -2.977)  -0.06
C (-2.604, 1.664, -2.227)  -0.14
C (-3.010, 0.199, -1.970)  -0.20
N (-1.902, -0.811, -2.035)  -0.49
Sn (-0.481, -0.351, -0.501)  0.80
C (2.422, 1.034, -1.563)  -0.31
P (2.045, -0.704, -1.075)  0.71
H (-1.759, 3.726, -3.648)  0.11
H (2.494, 3.155, -3.174)  0.11
H (0.579, 4.438, -4.145)  0.10
H (2.777, 1.558, -0.656)  0.09
H (3.260, 0.969, -2.277)  0.09
H (-3.016, 2.258, -1.393)  0.11
H (-3.179, 1.988, -3.111)  0.11
H (-3.505, 0.089, -0.992)  0.11
C (3.357, -1.182, 0.070)  -0.27
C (2.335, -1.646, -2.600)  -0.26
H (-3.726, -0.131, -2.739)  0.12
C (-1.334, -0.841, -3.433)  -0.05
C (-2.480, -2.163, -1.725)  -0.15
H (-0.321, -2.985, 2.625)  0.02
H (-1.802, -1.682, -3.972)  0.09
H (-1.574, 0.092, -3.954)  0.10
H (-0.245, -0.994, -3.402)  0.06
H (-2.950, -2.556, -2.642)  0.08
H (-1.678, -2.852, -1.412)  0.04
H (-3.243, -2.095, -0.935)  0.08
H (3.422, -1.704, -2.755)  0.05
H (1.928, -2.661, -2.476)  0.05
H (1.866, -1.168, -3.470)  0.04
H (4.319, -1.156, -0.465)  0.04
H (3.389, -0.498, 0.930)  0.05
H (3.163, -2.204, 0.429)  0.05
H (-0.466, -2.901, 1.836)  -0.02
C (0.216, 0.598, 3.056)  -0.25
Si (-0.581, 1.344, 1.533)  0.33
C (-2.384, 1.722, 1.857)  -0.25
C (0.342, 2.912, 1.076)  -0.24
H (-0.150, -0.417, 3.261)  0.00
H (-0.045, 1.252, 3.903)  0.03
H (1.311, 0.568, 2.954)  0.02
H (-2.395, 2.459, 2.677)  0.03
H (-2.891, 2.159, 0.984)  0.01
H (-2.935, 0.826, 2.180)  0.03
H (0.065, 3.662, 1.833)  0.02
H (1.430, 2.752, 1.109)  0.02
H (0.075, 3.292, 0.080)  0.02

## Properties
E   -1528.62369 hartree
HOMO   -4.53 eV
HOMO-LUMO gap   5.2 eV

=====

(3)
The following is a DFT calculation (the ωB97M-V functional and the def2-TZVPD basis) of a structure of composition C8H32CaN16O8.

Last column: Löwdin charge in e.
Cartesian coordinates (Å):
Ca (-0.142, 0.029, 0.144)  1.47
C (1.973, 2.161, -2.144)  -0.64
O (0.947, 1.857, -1.548)  -0.03
N (2.026, 2.772, -3.364)  0.18
N (3.197, 1.880, -1.625)  0.19
H (2.900, 2.963, -3.824)  0.11
H (1.227, 2.846, -3.969)  0.11
H (3.219, 1.518, -0.689)  0.09
H (4.042, 1.938, -2.163)  0.11
C (-1.722, 0.961, 3.212)  -0.65
O (-1.231, 0.565, 2.156)  -0.09
N (-3.054, 1.188, 3.312)  0.19
N (-0.993, 1.165, 4.336)  0.18
H (-3.542, 1.410, 4.163)  0.11
H (-3.648, 0.840, 2.580)  0.11
H (-1.465, 1.602, 5.107)  0.11
H (-0.010, 0.968, 4.324)  0.10
C (2.160, 1.671, 2.175)  -0.64
O (1.472, 1.318, 1.217)  -0.10
N (1.829, 2.751, 2.920)  0.19
N (3.311, 1.029, 2.512)  0.19
H (0.945, 3.202, 2.762)  0.12
H (2.266, 2.879, 3.818)  0.11
H (3.989, 1.512, 3.075)  0.11
H (3.592, 0.310, 1.872)  0.09
C (2.830, -1.574, -1.041)  -0.63
O (1.896, -0.860, -0.706)  -0.08
N (3.070, -1.879, -2.340)  0.19
N (3.693, -2.144, -0.153)  0.18
H (3.883, -2.420, -2.582)  0.11
H (2.406, -1.668, -3.064)  0.08
H (3.565, -1.871, 0.803)  0.08
H (4.415, -2.785, -0.425)  0.11
C (-2.434, 2.053, -1.454)  -0.65
O (-1.833, 1.523, -0.527)  -0.08
N (-3.777, 2.281, -1.475)  0.18
N (-1.760, 2.459, -2.561)  0.18
H (-4.174, 2.654, -2.318)  0.11
H (-4.359, 2.109, -0.678)  0.11
H (-0.757, 2.422, -2.425)  0.07
H (-2.164, 2.944, -3.341)  0.11
C (0.779, -2.231, 2.762)  -0.63
O (0.717, -1.547, 1.744)  -0.07
N (1.760, -3.129, 3.003)  0.18
N (-0.123, -2.096, 3.771)  0.19
H (1.804, -3.580, 3.899)  0.11
H (2.428, -3.332, 2.285)  0.10
H (-0.866, -1.432, 3.664)  0.08
H (-0.146, -2.766, 4.519)  0.11
C (-0.450, -1.077, -3.126)  -0.62
O (-0.643, -0.803, -1.950)  -0.09
N (0.539, -0.483, -3.865)  0.18
N (-1.192, -1.988, -3.797)  0.20
H (0.495, -0.493, -4.870)  0.11
H (0.949, 0.331, -3.439)  0.07
H (-1.950, -2.459, -3.337)  0.11
H (-0.913, -2.296, -4.711)  0.11
C (-3.376, -1.847, -0.227)  -0.64
O (-2.231, -1.559, 0.093)  -0.03
N (-4.078, -2.872, 0.340)  0.17
N (-3.990, -1.199, -1.275)  0.17
H (-4.986, -3.090, -0.030)  0.10
H (-3.852, -3.027, 1.307)  0.11
H (-3.469, -0.406, -1.605)  0.07
H (-4.994, -1.197, -1.226)  0.10

## Properties
Net charge   +2
E   -2479.79137 hartree
HOMO   -14.52 eV
Relative energy (zero: lowest compared OMol25 entry of this formula, charge and spin)   0.00 kcal/mol
HOMO-LUMO gap   10.6 eV

=====

(4)
The following is a DFT calculation (the ωB97M-V functional and the def2-TZVPD basis) of a structure of composition C39H39N11O6RhS3.

Last column: Löwdin charge in e.
Cartesian coordinates (Å):
Rh (-0.415, 0.444, 0.538)  0.95
N (8.111, 1.505, -2.913)  0.08
C (6.973, 1.184, -2.162)  -0.33
C (6.867, 1.595, -0.832)  -0.04
C (5.784, 1.209, -0.063)  -0.07
C (4.788, 0.415, -0.616)  -0.29
C (4.881, 0.009, -1.938)  -0.06
C (5.964, 0.397, -2.711)  -0.04
S (3.482, -0.231, 0.395)  0.58
O (3.893, -0.070, 1.766)  -0.31
O (3.289, -1.576, -0.098)  -0.36
N (2.117, 0.577, 0.092)  -0.13
C (2.093, 1.902, 0.326)  -0.46
N (0.825, 2.364, 0.504)  0.05
C (0.645, 3.657, 0.714)  -0.12
C (1.699, 4.544, 0.762)  -0.06
C (2.961, 3.987, 0.600)  -0.13
N (3.176, 2.700, 0.396)  0.14
H (8.629, 2.305, -2.590)  0.08
H (7.993, 1.485, -3.912)  0.08
H (7.647, 2.215, -0.402)  0.10
H (5.687, 1.515, 0.970)  0.11
H (4.102, -0.616, -2.356)  0.11
H (6.040, 0.080, -3.746)  0.10
H (-0.381, 3.980, 0.855)  0.10
H (1.547, 5.602, 0.913)  0.09
H (3.850, 4.611, 0.640)  0.11
C (1.956, 0.660, 6.781)  -0.04
C (0.818, 0.797, 5.813)  -0.34
C (-0.259, 1.637, 6.057)  -0.03
C (-1.255, 1.658, 5.100)  -0.14
N (-1.205, 0.936, 3.986)  0.06
C (-0.107, 0.192, 3.816)  -0.73
S (0.068, -0.832, 2.384)  0.72
N (0.895, 0.083, 4.693)  0.10
H (1.643, 0.889, 7.800)  0.07
H (2.759, 1.348, 6.507)  0.08
H (2.356, -0.351, 6.735)  0.08
H (-0.323, 2.232, 6.958)  0.10
H (-2.146, 2.267, 5.230)  0.10
N (-2.024, -0.520, -0.352)  0.04
C (-2.858, -1.154, 0.204)  -0.32
N (-3.721, -1.932, 0.683)  0.10
C (-4.858, -1.682, 1.303)  -0.39
N (-5.876, -1.561, 1.843)  0.10
C (-6.285, 2.053, 0.549)  -0.08
C (-4.816, 1.703, 0.346)  -0.15
C (-3.807, 2.827, 0.738)  -0.29
C (-3.998, 3.257, 2.194)  -0.17
C (-2.885, 4.174, 2.701)  -0.08
C (-4.017, 4.000, -0.205)  -0.41
O (-4.847, 4.865, -0.010)  0.08
N (-3.237, 3.989, -1.332)  0.20
C (-2.162, 3.111, -1.607)  -0.52
O (-1.614, 3.196, -2.683)  0.07
N (-1.793, 2.271, -0.595)  0.15
C (-2.453, 2.196, 0.517)  -0.48
O (-1.962, 1.481, 1.443)  -0.12
H (-6.901, 1.221, 0.207)  0.07
H (-6.566, 2.949, -0.006)  0.07
H (-6.511, 2.222, 1.602)  0.08
H (-4.642, 1.434, -0.700)  0.13
H (-4.566, 0.832, 0.952)  0.09
H (-4.040, 2.354, 2.806)  0.13
H (-4.951, 3.779, 2.263)  0.11
H (-1.940, 3.632, 2.775)  0.06
H (-3.130, 4.563, 3.690)  0.07
H (-2.751, 5.030, 2.033)  0.08
H (-3.407, 4.698, -2.029)  0.16
O (0.273, -1.683, -0.301)  -0.67
S (0.864, -2.129, -1.619)  0.98
C (1.421, -3.827, -1.277)  -0.25
C (0.334, -4.713, -0.753)  -0.28
C (-0.201, -4.499, 0.517)  -0.03
C (-1.284, -5.249, 0.954)  -0.07
C (-1.822, -6.242, 0.147)  -0.09
C (-1.264, -6.492, -1.100)  -0.09
C (-0.197, -5.725, -1.548)  -0.07
C (-0.596, -2.443, -2.634)  -0.28
C (-0.243, -2.939, -4.010)  -0.27
C (0.643, -2.222, -4.817)  -0.05
C (0.968, -2.674, -6.087)  -0.08
C (0.412, -3.849, -6.574)  -0.10
C (-0.472, -4.568, -5.781)  -0.09
C (-0.796, -4.114, -4.509)  -0.05
H (2.200, -3.625, -0.539)  0.08
H (1.870, -4.203, -2.199)  0.10
H (0.217, -3.728, 1.152)  0.10
H (-1.716, -5.042, 1.925)  0.11
H (-2.672, -6.819, 0.489)  0.10
H (-1.667, -7.274, -1.732)  0.10
H (0.230, -5.910, -2.527)  0.11
H (-1.060, -1.454, -2.659)  0.09
H (-1.259, -3.111, -2.084)  0.10
H (1.075, -1.302, -4.441)  0.11
H (1.657, -2.106, -6.701)  0.10
H (0.661, -4.200, -7.568)  0.10
H (-0.912, -5.486, -6.152)  0.10
H (-1.494, -4.670, -3.895)  0.11

## Properties
Net charge   -1
E   -3868.55174 hartree
HOMO   -5.44 eV
HOMO-LUMO gap   7.0 eV

=====

(5)
The following is a DFT calculation (the ωB97M-V functional and the def2-TZVPD basis) of a structure of composition C4H7OSr.

Last column: Löwdin charge in e.
Cartesian coordinates (Å):
C (-1.424, 0.108, -0.062)  -0.14
C (0.067, -0.191, -0.092)  -0.20
C (0.983, 0.952, -0.227)  -0.36
O (2.211, 0.816, -0.565)  -0.37
Sr (3.959, -0.423, -1.633)  1.87
H (-1.664, 1.086, 0.377)  0.14
H (0.324, -0.986, -0.803)  0.14
H (-1.932, -0.162, -0.993)  0.14
H (0.601, 0.644, 1.060)  0.26
C (-1.239, -0.991, 0.922)  0.11
H (-0.979, -0.765, 1.957)  0.11
H (-1.483, -2.019, 0.661)  0.12
H (0.576, 1.931, -0.602)  0.17

## Properties
⟨S²⟩   0.757
Net charge   +2
E   -261.79554 hartree
HOMO (alpha / beta)   -15.22 / -17.34 eV
HOMO-LUMO gap (alpha / beta)   6.1 / 8.1 eV
2S+1   2

=====

(6)
The following is a DFT calculation (the ωB97M-V functional and the def2-TZVPD basis) of the molecule C8H17BrSi.

Last column: Löwdin charge in e.
Cartesian coordinates (Å):
C (-1.823, 0.852, -0.977)  -0.28
C (-2.882, 1.281, 0.249)  -0.48
C (-0.574, -0.030, -0.731)  -0.25
C (-1.076, -2.275, 0.480)  -0.09
C (1.395, -0.062, 1.741)  -0.17
C (1.212, 2.283, 0.238)  -0.20
C (2.477, -0.136, -1.120)  -0.15
C (-0.862, -1.511, -0.823)  -0.28
Si (1.019, 0.435, -0.044)  0.52
Br (-4.334, 0.120, 0.026)  0.66
H (-2.338, 0.388, -1.818)  0.06
H (-1.423, 1.888, -1.380)  0.12
H (-2.500, 1.251, 1.201)  -0.02
H (-1.782, -1.887, 1.245)  0.08
H (-0.178, -2.399, 0.963)  0.02
H (-1.597, -3.286, 0.337)  0.10
H (2.003, 0.664, 2.353)  0.06
H (0.600, -0.268, 2.405)  0.01
H (1.888, -0.904, 1.994)  -0.02
H (0.605, 2.624, 1.030)  0.01
H (2.322, 2.468, 0.289)  0.05
H (1.029, 2.944, -0.685)  0.05
H (3.451, 0.012, -0.617)  0.05
H (2.556, -1.133, -1.318)  -0.01
H (2.589, 0.212, -2.079)  0.00
H (-1.672, -1.739, -1.477)  0.09
H (-0.105, -1.792, -1.480)  0.08

## Properties
⟨S²⟩   2.010
E   -3178.33848 hartree
HOMO (alpha / beta)   -8.04 / -10.08 eV
Relative energy (zero: lowest compared OMol25 entry of this formula, charge and spin)   0.00 kcal/mol
HOMO-LUMO gap (alpha / beta)   8.9 / 9.2 eV
2S+1   3